# 1
6
Properties=species:S:1:pos:R:3:forces:R:3:mulliken_charge:R:1 method="wB97M-V/def2-TZVPD" charge=-1 e_lumo_ev=1.5800 gap_ev=3.82 spin_multiplicity=1
O -0.99326 0.12110 0.54489 -2.61 -1.67 -1.38 -0.442
C 0.07756 1.85426 0.14897 1.17 0.29 -0.22 -0.426
C 0.93481 1.11120 -0.49472 0.05 0.44 0.89 -0.594
O 0.70123 -0.30468 -0.60820 1.04 -0.28 -2.90 0.073
C -0.60649 -0.61976 -0.41106 0.49 0.39 3.97 -0.363
Li -0.11385 -2.16213 0.82012 -0.13 0.83 -0.36 0.751

=====

# 2
6
Properties=species:S:1:pos:R:3:forces:R:3:mulliken_charge:R:1 method="wB97M-V/def2-TZVPD" e_lumo_ev=-1.9868 gap_ev=10.78 smiles="N#CC(=O)C#N" spin_multiplicity=1
N -2.21159 -0.72296 -0.05317 -1.00 -0.55 0.01 -0.282
C -1.27688 -0.08348 0.08026 3.23 1.80 -0.14 0.162
C 0.21824 0.69537 0.02065 -4.35 -3.27 0.18 0.543
O 0.24000 1.85543 -0.02698 1.24 1.07 -0.04 -0.305
C 1.14095 -0.43146 -0.00588 1.74 0.20 -0.01 0.105
N 1.88929 -1.31290 -0.01488 -0.85 0.74 0.00 -0.223

=====

# 3
11
Properties=species:S:1:pos:R:3:forces:R:3:mulliken_charge:R:1 method="wB97M-V/def2-TZVPD" e_lumo_ev="-2.4901 / -2.4924" gap_ev="8.59 / 8.59" smiles="N#CC(C#N)=[N+]([O-])O[N+](=O)[O-]" spin_multiplicity=1
N 0.81301 -1.00242 2.18941 -0.34 0.49 -0.74 -0.375
C 0.25377 -0.45354 1.34019 0.31 0.12 0.59 0.313
C -0.62316 0.19414 0.38211 2.05 -1.24 3.49 0.423
C -1.38832 1.26617 0.83333 0.10 -0.49 -0.65 -0.124
N -1.74316 2.28011 1.20008 -0.97 1.48 0.67 -0.326
N -0.81975 -0.45028 -0.70610 0.43 0.90 -1.54 0.808
O -1.78306 -0.42675 -1.35924 -1.58 -0.47 -1.98 -0.537
O 0.40120 -1.01425 -1.31844 -4.68 -3.69 -0.30 -0.204
N 1.41962 -0.21243 -1.20648 2.65 1.97 0.57 0.955
O 1.25910 0.89688 -1.66907 1.12 -0.60 0.57 -0.502
O 2.31446 -0.79505 -0.65046 0.93 1.52 -0.68 -0.431

=====

Relative energy (zero: lowest compared OMol25 entry of this formula, charge and spin) across the listed records, respectively: 229.60 84.02 151.89 kJ/mol.